[1]
19
Properties=species:S:1:pos:R:3:forces:R:3 method="wB97M-V/def2-TZVPD" total_charge=0 multiplicity=1 smiles="C[C@]1(O)C=CCC=C1P=O" relative_energy_kcal_mol=71.7
C -0.517 1.697 -0.669 -2.9 2.1 -1.9
C -1.076 0.350 -0.274 2.3 -2.4 1.4
O -2.487 0.290 -0.290 0.3 -1.1 0.4
C -0.518 -0.131 1.092 0.4 0.8 -0.5
C 0.598 -0.834 1.208 0.1 -1.3 2.7
C 1.330 -1.513 0.095 1.6 -0.5 0.8
C 0.460 -1.710 -1.067 -4.1 4.8 1.0
C -0.654 -0.794 -1.199 1.8 -3.7 -1.6
P -2.166 -0.940 -2.368 0.9 0.8 -0.3
O -2.623 -2.326 -2.519 0.1 -0.7 0.3
H -0.765 2.474 0.093 0.7 -0.6 -0.3
H -1.032 2.169 -1.675 1.0 -1.5 2.2
H 0.506 1.606 -0.917 1.2 0.2 0.2
H -2.735 1.183 -0.359 -1.3 1.8 -0.2
H -0.913 0.078 2.070 -1.0 0.7 -0.2
H 0.764 -1.090 2.342 0.5 0.3 -2.5
H 2.190 -0.919 -0.269 -0.1 0.0 0.4
H 1.815 -2.524 0.344 -0.8 1.4 0.2
H 0.863 -2.509 -1.601 -0.7 -1.1 -1.9

[2]
228
Properties=species:S:1:pos:R:3:forces:R:3 method="wB97M-V/def2-TZVPD" e_tot_ev=-172752.9345 total_charge=+2 multiplicity=1
Sn 2.809 22.270 21.497 -0.8 0.7 0.0
Sn 7.905 28.524 22.204 -0.8 0.0 1.1
O 1.796 27.084 27.699 -0.3 0.3 1.1
C 2.568 26.544 27.008 0.8 -0.8 -1.6
O 2.592 26.728 25.631 -0.4 0.1 1.2
B 3.613 25.954 25.085 1.1 0.1 -0.3
O 4.187 25.096 26.098 -0.4 -0.1 0.6
C 3.729 25.463 27.303 1.1 -0.4 1.5
O 4.206 25.054 28.350 -1.6 1.1 -2.0
O 4.811 26.838 24.599 -1.5 0.2 1.7
C 5.268 26.297 23.571 2.9 0.2 -2.7
O 6.333 26.627 23.022 -1.3 -0.7 0.2
C 4.259 25.241 23.024 0.0 1.3 -0.5
O 3.287 25.214 23.861 -1.0 -0.6 1.1
O 4.217 24.753 21.929 0.8 -0.8 -0.7
O 5.103 22.102 20.529 -0.6 0.7 -1.0
C 5.192 23.100 19.812 0.8 -0.5 1.0
O 6.286 23.734 19.549 0.4 0.1 0.3
B 5.956 25.069 19.038 -0.2 -0.1 -0.7
O 4.456 24.991 18.740 1.2 1.1 -0.5
C 4.045 23.898 19.201 -1.5 -1.8 0.8
O 2.903 23.474 19.256 0.0 -0.1 0.0
O 6.705 25.394 17.825 -0.4 2.1 1.7
C 7.021 26.740 17.978 -0.9 -3.5 1.5
O 7.503 27.396 17.161 1.1 2.2 -2.0
C 6.745 27.121 19.450 -0.4 -1.1 -0.3
O 6.127 26.153 20.076 0.6 -0.2 -1.4
O 7.114 28.158 19.925 0.3 1.1 0.4
F -5.109 21.018 16.730 0.6 -0.1 -0.1
C -3.895 20.512 16.398 0.4 0.1 -0.4
C -3.771 19.145 16.236 1.1 -0.7 0.4
C -2.524 18.565 15.906 0.0 -0.6 -0.8
C -1.419 19.380 15.653 -0.4 0.5 -0.3
C -1.606 20.750 15.832 1.5 0.6 -0.2
C -2.794 21.361 16.187 -0.9 -1.4 0.4
H -4.568 18.455 16.459 -0.4 0.2 -0.1
H -2.468 17.459 15.736 -0.1 1.1 0.3
H -0.437 19.128 15.193 -1.0 -0.5 0.8
H -0.683 21.337 15.713 -0.9 0.1 0.0
H -2.887 22.410 16.351 0.0 0.6 0.0
F 8.342 21.502 22.663 -1.1 2.2 1.9
C 8.746 20.704 21.745 1.3 -2.9 -1.3
C 9.016 21.107 20.466 -0.5 -0.1 -1.4
C 9.472 20.164 19.519 -0.3 -0.4 0.9
C 9.689 18.792 19.804 -1.0 2.7 1.3
C 9.389 18.421 21.115 0.2 0.9 -0.1
C 8.956 19.374 22.071 0.3 -1.6 -0.7
H 8.691 22.091 20.116 0.4 -0.3 0.3
H 9.585 20.548 18.535 0.3 0.1 -0.8
H 10.010 18.144 19.037 0.3 -0.8 -0.5
H 9.529 17.395 21.408 -0.1 -0.2 0.3
H 8.760 18.947 23.038 -0.1 0.4 0.5
F 5.593 29.236 13.219 0.1 0.1 0.0
C 5.798 27.910 13.219 1.4 -1.1 1.6
C 6.866 27.353 13.959 0.1 0.5 -0.6
C 7.033 25.954 13.926 0.6 1.1 1.0
C 6.108 25.142 13.328 0.4 0.0 -0.4
C 5.053 25.726 12.645 1.8 0.4 1.2
C 4.908 27.084 12.585 0.8 0.2 0.6
H 7.590 28.004 14.483 -0.6 -0.5 -0.4
H 7.897 25.489 14.417 -0.4 0.4 -0.1
H 6.337 24.082 13.346 -0.6 0.2 -0.2
H 4.417 25.109 12.156 -2.1 -1.6 -1.5
H 4.130 27.554 12.099 -1.7 0.7 -1.2
F 14.227 24.891 22.419 0.0 0.3 0.2
C 13.599 23.722 22.683 0.2 -0.1 -0.3
C 13.587 23.251 23.996 -0.4 -0.2 0.0
C 13.037 21.978 24.179 -0.4 0.9 -1.6
C 12.388 21.336 23.104 0.1 -0.2 1.5
C 12.283 21.916 21.853 0.9 0.6 -0.2
C 13.016 23.104 21.582 -0.8 -1.0 2.1
H 13.895 23.890 24.838 0.2 -0.5 -0.6
H 13.000 21.492 25.119 0.1 -0.2 0.9
H 11.930 20.384 23.414 0.0 0.4 -0.8
H 11.660 21.447 21.112 0.1 -0.1 -0.3
H 13.065 23.630 20.663 -0.1 0.1 -0.8
F 4.618 29.078 21.674 0.5 -1.3 0.2
C 4.264 30.338 21.513 -0.4 1.7 -0.9
C 3.351 30.927 22.360 -0.6 -1.8 1.3
C 2.944 32.220 22.154 0.1 0.0 0.1
C 3.509 33.050 21.191 0.0 0.1 0.0
C 4.413 32.447 20.332 0.9 0.6 -0.8
C 4.745 31.074 20.448 1.3 0.8 -1.1
H 2.913 30.295 23.197 0.5 0.9 -1.2
H 2.156 32.510 22.792 -0.6 0.9 0.6
H 3.275 34.134 21.155 0.1 -1.0 -0.2
H 4.958 33.101 19.574 -0.9 -1.2 0.8
H 5.497 30.697 19.700 -0.9 0.0 1.1
C 10.687 26.115 25.177 -0.1 1.6 2.5
C 9.951 26.259 23.941 -1.7 1.1 -0.2
O 9.022 27.077 23.896 0.6 0.0 -0.4
C 10.199 25.308 22.875 0.1 -1.1 -1.0
H 10.232 25.311 25.740 -0.2 -0.5 0.1
H 10.505 27.024 25.832 0.4 -1.0 -0.9
H 11.731 25.886 25.108 0.6 -0.1 -0.3
H 9.694 25.538 21.930 -0.1 0.0 0.3
H 9.836 24.329 23.296 0.5 0.6 -0.6
H 11.273 25.261 22.665 -0.1 -0.4 0.2
C 2.801 19.492 19.201 2.7 1.7 0.1
C 2.949 19.149 20.630 -0.5 -1.3 1.2
O 2.889 20.002 21.509 0.2 0.2 -0.2
C 3.118 17.699 21.070 0.3 1.2 -0.1
H 2.711 18.721 18.509 -0.4 -1.8 -0.8
H 3.828 19.945 18.931 -1.4 -0.3 0.4
H 2.051 20.232 19.012 -0.4 0.5 0.2
H 3.962 17.324 20.482 0.0 -0.4 0.4
H 2.234 17.227 20.698 -0.6 -0.7 -0.3
H 3.183 17.545 22.175 0.2 0.4 -1.1
C 1.606 26.773 21.146 -1.0 -0.3 0.5
C 0.705 25.950 22.035 -1.1 0.8 0.5
O 0.874 24.765 22.126 0.2 -1.2 0.1
C -0.504 26.644 22.699 0.9 -1.0 0.3
H 1.038 27.564 20.681 0.0 0.3 -0.2
H 1.962 26.072 20.431 0.5 -0.3 -0.9
H 2.428 27.182 21.702 0.4 0.3 0.4
H -0.167 27.553 23.156 0.0 0.8 0.0
H -1.027 26.077 23.481 0.5 -0.3 -0.4
H -1.208 26.816 21.911 -0.5 0.5 -0.5
C 11.555 22.032 13.990 -1.4 0.7 0.0
C 11.607 20.740 14.751 -0.9 -0.2 -0.4
O 10.623 20.267 15.263 -1.0 0.1 0.4
C 12.878 20.025 14.863 0.9 0.4 1.2
H 10.472 22.406 13.870 1.8 -0.6 0.3
H 12.048 22.010 13.022 0.0 -0.2 -0.1
H 12.138 22.719 14.598 0.0 0.5 0.0
H 13.269 19.864 13.900 1.0 0.0 -1.2
H 12.770 19.084 15.345 -0.5 -0.8 0.3
H 13.558 20.582 15.519 0.2 0.2 -0.5
C 10.287 23.764 18.827 -0.6 0.4 -1.7
C 9.983 25.186 18.421 0.1 -0.1 2.0
O 9.873 26.028 19.299 -0.4 0.2 0.1
C 9.997 25.576 17.029 -1.1 0.6 -2.4
H 11.293 23.648 18.433 0.2 -0.7 0.0
H 9.584 23.042 18.365 0.5 0.4 0.1
H 10.278 23.700 19.884 0.1 -0.2 1.0
H 9.695 26.618 16.875 0.2 -0.2 0.4
H 9.270 25.003 16.411 0.6 -0.1 0.4
H 10.994 25.479 16.617 0.3 -0.4 -0.2
C 2.908 21.892 25.782 -1.8 -2.4 -1.8
C 3.797 21.158 24.718 -1.3 -0.5 2.6
O 3.817 21.541 23.582 0.5 0.4 -1.2
C 4.609 19.943 25.183 -0.8 1.7 -0.6
H 2.447 21.156 26.483 0.7 0.4 -0.3
H 2.034 22.389 25.291 1.0 -0.2 0.2
H 3.483 22.579 26.308 1.1 1.3 1.0
H 3.950 19.096 25.408 0.3 0.0 -0.5
H 4.999 20.273 26.120 0.7 -0.1 0.8
H 5.397 19.835 24.442 -0.1 -0.7 0.1
C 7.388 32.040 15.174 -0.7 -0.8 -1.4
C 6.622 32.070 16.498 0.6 1.8 -0.2
O 6.751 33.016 17.268 -0.2 -1.0 -0.6
C 5.789 30.893 16.840 0.9 -1.2 -1.2
H 8.393 32.413 15.326 0.1 0.2 0.0
H 6.924 32.573 14.264 0.4 -0.4 1.8
H 7.450 30.991 14.799 0.1 0.6 0.4
H 5.171 31.099 17.665 -0.6 0.2 1.1
H 6.517 30.053 17.042 -0.9 0.6 -0.1
H 5.156 30.613 15.986 0.3 -0.1 0.1
C 7.917 32.793 20.473 -0.2 -0.7 1.1
C 7.616 32.186 21.895 1.2 1.3 -0.3
O 8.017 31.070 22.239 -0.5 1.2 -0.7
C 6.957 33.188 22.818 1.1 0.4 -0.3
H 8.436 32.016 19.933 0.2 0.1 -0.5
H 8.469 33.748 20.487 0.2 -0.6 0.5
H 7.025 33.092 19.936 -0.4 -0.4 0.0
H 6.983 32.921 23.886 -0.3 0.0 -0.6
H 5.988 33.337 22.367 -0.8 -0.1 0.4
H 7.432 34.199 22.648 -0.2 -1.1 0.3
C 12.041 27.713 20.456 1.1 -0.5 -0.4
C 10.984 28.716 20.626 -0.5 0.2 -0.6
O 10.001 28.343 21.257 -0.3 0.3 0.5
C 10.969 30.091 20.003 -0.3 0.4 1.4
H 11.701 26.784 20.918 0.1 0.1 -0.4
H 12.905 28.066 21.017 0.3 0.1 0.0
H 12.397 27.556 19.407 -0.5 0.3 0.8
H 10.689 30.885 20.770 0.1 -1.1 -1.0
H 10.214 29.993 19.246 -0.8 0.2 -0.3
H 11.833 30.408 19.464 1.0 -0.1 0.0
C -1.408 21.026 19.485 -0.4 -1.3 0.2
C -0.374 21.984 19.820 2.0 -0.5 0.2
O 0.652 21.564 20.387 -0.3 0.3 0.0
C -0.502 23.381 19.390 0.9 -0.5 -1.7
H -1.187 20.670 18.449 -0.8 0.6 0.4
H -2.391 21.448 19.693 -0.2 -0.1 -0.8
H -1.279 20.157 20.123 0.0 -0.2 0.1
H 0.489 23.659 18.943 -1.0 0.1 0.4
H -0.657 23.901 20.300 -0.3 1.1 0.8
H -1.315 23.453 18.646 0.4 0.4 0.5
C 7.468 20.379 16.259 1.2 -0.6 -0.8
C 6.977 21.704 15.792 0.4 0.8 1.5
O 7.185 22.728 16.441 -0.1 -0.8 -0.7
C 6.165 21.751 14.533 1.4 1.5 -0.2
H 6.648 19.691 16.356 -0.5 -0.3 0.4
H 8.187 20.332 17.079 -0.7 0.5 0.2
H 8.063 19.931 15.459 -0.1 0.1 -0.4
H 5.825 20.809 14.187 -0.7 -0.8 -0.1
H 6.847 22.130 13.733 -0.4 -0.2 0.5
H 5.440 22.539 14.725 -0.4 -0.3 -0.4
C 0.256 24.922 14.746 0.1 -0.5 -0.8
C 1.004 23.815 15.437 0.1 0.4 -0.3
O 0.429 23.074 16.205 0.5 0.1 0.1
C 2.483 23.688 15.091 0.6 -0.3 1.1
H -0.227 24.552 13.823 0.4 -0.1 0.2
H 0.910 25.737 14.466 0.0 0.2 0.0
H -0.559 25.229 15.357 -0.5 0.5 0.7
H 2.690 23.904 14.020 0.0 0.1 0.9
H 2.805 22.680 15.374 -0.2 -0.1 -0.5
H 3.122 24.284 15.828 -1.0 0.0 -1.2
C 6.839 28.466 26.241 0.3 1.5 -0.8
C 6.017 29.500 25.428 2.1 -1.2 -1.3
O 6.406 29.811 24.305 -0.2 -0.4 0.3
C 4.873 30.149 26.038 -0.8 1.1 -0.8
H 6.324 27.930 26.969 -1.5 -0.6 1.3
H 7.608 29.012 26.802 0.1 0.0 -0.3
H 7.290 27.703 25.633 0.4 0.1 -0.7
H 4.030 30.375 25.372 0.4 -0.5 -0.1
H 5.183 31.128 26.371 0.3 0.4 0.5
H 4.591 29.555 26.838 -1.0 -0.7 1.8
C 2.740 27.712 15.972 0.6 0.2 -0.4
C 2.574 27.230 17.367 0.1 -0.6 -0.8
O 1.774 26.388 17.668 -0.8 -0.5 0.4
C 3.589 27.762 18.264 1.5 1.1 1.1
H 2.085 28.569 15.856 0.0 0.2 -0.4
H 2.526 26.946 15.253 -0.6 -0.3 -0.3
H 3.791 27.967 15.787 -0.3 0.4 0.1
H 4.529 27.334 17.875 -0.2 0.1 0.3
H 3.476 27.529 19.320 -0.1 -0.2 -0.1
H 3.729 28.848 18.154 -0.2 -0.2 -0.1